13
Properties=species:S:1:pos:R:3 method="wB97M-V/def2-TZVPD" spin_multiplicity=1 e_above_lowest_ev=5.1602 total_charge=0 homo_ha=-0.293 e_lumo_ev=0.963 fmax_ev_per_a=5.52 smiles="C=NN(C)C"
C -1.900 -0.597 -0.066
N -0.655 -0.840 -0.170
N 0.293 -0.052 -0.320
C 0.051 1.361 -0.140
C 1.567 -0.882 -0.027
H -2.634 0.384 0.283
H -2.466 -1.412 -0.069
H 1.018 1.906 -0.047
H -0.179 1.338 1.132
H -0.792 1.774 -0.731
H 1.634 -1.559 -0.819
H 2.514 -0.177 -0.131
H 1.549 -1.242 1.105

---

27
Properties=species:S:1:pos:R:3 method="wB97M-V/def2-TZVPD" spin_multiplicity=2 e_above_lowest_ev=1.1420 total_charge=+1 homo_ha="-0.477 / -0.477" e_lumo_ev="-3.534 / -7.278" fmax_ev_per_a=3.32
C 1.662 -0.771 2.363
C 0.797 0.488 -1.095
C 1.121 0.791 0.256
C 1.523 -0.456 0.931
C 1.645 -1.324 -0.129
C 0.391 1.552 -1.992
C 0.241 2.810 -1.511
C 0.786 2.010 0.784
C 0.377 3.040 -0.094
N 1.167 -0.741 -1.351
H 0.976 -1.310 -2.158
H 0.266 1.329 -3.062
H 1.883 -2.364 -0.180
H 0.090 3.608 -2.171
H 0.974 2.338 1.820
H 0.915 -1.572 2.628
H 1.326 0.120 2.871
H 0.257 4.057 0.248
H 2.655 -1.085 2.715
C -2.934 -1.035 -0.268
C -1.839 -2.064 0.054
H -2.912 -0.916 -1.354
H -3.933 -1.399 -0.025
H -2.871 -0.012 0.093
H -0.861 -1.745 0.459
H -1.616 -2.713 -0.794
H -2.085 -2.637 0.963

---

52
Properties=species:S:1:pos:R:3 method="wB97M-V/def2-TZVPD" spin_multiplicity=1 e_above_lowest_ev=0.0000 total_charge=0 homo_ha=-0.308 e_lumo_ev=0.439 fmax_ev_per_a=0.53 smiles=C#C[C@]1(S)O[C@](C)(COCC)[C@](CCO)(P(C)O)[C@@]1(C)COC
C 3.334 -1.716 -0.312
C 2.155 -1.533 -0.429
C 0.726 -1.326 -0.635
S 0.067 -3.021 -1.049
O 0.497 -0.516 -1.762
C -0.194 0.701 -1.437
C -1.085 1.016 -2.648
C 0.859 1.852 -1.287
O 2.166 1.345 -1.295
C 3.109 2.304 -0.859
C 4.489 1.704 -0.956
C -0.985 0.351 -0.121
C -2.386 -0.236 -0.420
C -2.617 -1.394 -1.409
O -3.012 -2.593 -0.749
P -1.195 1.945 0.934
C -2.474 1.510 2.170
O -2.098 2.887 -0.081
C -0.022 -0.656 0.590
C 0.995 0.038 1.507
C -0.778 -1.685 1.424
O 0.137 -2.639 1.922
C 0.203 -2.797 3.319
H 4.368 -1.941 -0.220
H 0.248 -2.805 -2.351
H -1.237 0.112 -3.230
H -0.617 1.750 -3.297
H -2.057 1.397 -2.357
H 0.730 2.551 -2.119
H 0.697 2.429 -0.375
H 3.040 3.204 -1.483
H 2.883 2.601 0.173
H 5.185 2.283 -0.347
H 4.467 0.685 -0.577
H 4.858 1.705 -1.979
H -3.000 0.590 -0.770
H -2.826 -0.567 0.516
H -1.719 -1.637 -1.963
H -3.379 -1.100 -2.135
H -3.947 -2.521 -0.537
H -3.411 1.156 1.748
H -2.674 2.438 2.708
H -2.096 0.786 2.890
H -3.031 2.652 -0.114
H 0.500 0.385 2.418
H 1.486 0.886 1.039
H 1.763 -0.671 1.799
H -1.291 -1.177 2.245
H -1.530 -2.200 0.827
H 1.194 -3.168 3.572
H 0.045 -1.847 3.837
H -0.543 -3.518 3.667

---

62
Properties=species:S:1:pos:R:3 method="wB97M-V/def2-TZVPD" spin_multiplicity=1 e_above_lowest_ev=24.6386 total_charge=0 homo_ha=-0.291 e_lumo_ev=-0.131 fmax_ev_per_a=18.68
C 3.142 5.371 5.072
H 2.906 6.158 4.264
H 2.606 5.379 5.878
H 4.304 5.408 5.215
C 3.019 4.105 4.318
N 3.056 3.018 5.455
C 2.138 1.950 5.330
C 2.717 0.813 3.993
N 4.068 0.354 4.258
C 4.867 1.595 4.330
C 4.358 2.279 5.632
H 4.571 1.755 6.522
H 5.211 3.440 5.504
H 4.834 2.072 3.456
H 5.985 1.157 4.531
C 4.377 -0.432 3.342
C 3.739 -1.706 3.325
C 2.411 -1.847 2.715
N 2.181 -1.520 1.386
C 0.822 -1.676 1.272
C 0.262 -1.375 0.058
C -1.248 -1.796 0.212
C -1.797 -2.593 1.120
C -1.101 -2.823 2.329
C 0.475 -2.675 2.155
N 1.297 -2.598 3.094
C 1.301 -3.087 4.377
H 1.927 -4.230 4.465
H 0.211 -3.601 4.636
H 1.356 -2.505 5.252
H -1.435 -3.536 2.968
H -2.622 -2.843 0.948
N -1.944 -1.450 -1.130
C -3.107 -1.593 -1.451
O -3.933 -2.275 -0.755
C -3.729 -1.298 -2.768
O -2.448 -0.462 -3.494
C -3.004 0.289 -4.465
C -3.997 0.107 -5.280
C -4.147 0.706 -6.362
C -3.160 1.628 -7.048
C -1.963 1.591 -6.090
C -1.671 0.974 -5.034
H -0.743 1.106 -4.534
H -0.898 2.035 -6.672
Cl -3.213 2.355 -8.717
H -5.056 0.854 -7.156
H -4.879 -0.255 -5.058
H -4.453 -0.618 -2.667
H -3.910 -2.011 -3.275
H -1.386 -0.938 -1.845
H 0.617 -0.835 -0.778
H 4.360 -2.731 2.729
H 3.533 -1.986 4.395
H 4.123 -0.019 2.153
H 5.286 -0.651 3.453
H 2.618 1.463 3.052
H 1.947 0.033 4.067
H 2.156 1.094 6.123
H 0.852 2.231 5.060
H 1.854 4.063 4.072
H 3.331 3.901 3.518

---

75
Properties=species:S:1:pos:R:3 method="wB97M-V/def2-TZVPD" spin_multiplicity=5 e_above_lowest_ev=0.3290 total_charge=+2 homo_ha="-0.474 / -0.521" e_lumo_ev="-5.972 / -8.148" fmax_ev_per_a=0.30
Pt 0.052 0.631 0.001
C 4.581 0.266 -0.125
C 3.103 0.089 -0.005
N 2.226 0.982 -0.279
N 2.609 2.207 -0.745
C 1.721 3.225 -0.865
N 2.212 4.367 -1.341
S 0.096 3.106 -0.440
C 2.548 -1.210 0.468
C 3.343 -2.335 0.628
C 2.754 -3.515 1.065
C 1.400 -3.527 1.343
C 0.675 -2.357 1.158
N 1.232 -1.236 0.724
H 4.887 1.310 -0.087
H 4.948 -0.173 -1.056
H 5.083 -0.237 0.699
H 3.555 2.315 -1.080
H 3.185 4.499 -1.569
H 1.593 5.153 -1.454
H 4.401 -2.303 0.411
H 3.352 -4.407 1.193
H 0.901 -4.418 1.696
H -0.388 -2.317 1.365
C 0.102 -0.262 4.562
Si 0.153 1.257 3.470
C -0.613 2.787 4.214
C 1.888 1.621 2.899
N -0.804 0.840 1.980
C -2.121 0.598 1.961
C -2.925 0.533 3.112
C -4.299 0.274 3.027
C -4.887 0.097 1.801
C -4.113 0.160 0.618
C -2.751 0.391 0.672
N -1.939 0.438 -0.429
Si -2.575 0.638 -2.131
C -1.120 0.854 -3.280
C -3.580 2.211 -2.068
C -3.613 -0.868 -2.547
H 1.049 -0.379 5.095
H -0.062 -1.175 3.987
H -0.682 -0.200 5.319
H 0.152 3.344 4.761
H -1.413 2.573 4.923
H -1.011 3.458 3.449
H 2.417 0.720 2.586
H 2.438 2.052 3.740
H 1.901 2.353 2.089
H -2.480 0.681 4.085
H -4.885 0.222 3.934
H -5.949 -0.094 1.718
H -4.611 0.011 -0.329
H -1.324 1.702 -3.939
H -0.965 -0.028 -3.902
H -0.185 1.061 -2.761
H -2.945 3.069 -1.835
H -4.398 2.187 -1.348
H -4.015 2.389 -3.055
H -3.505 -1.679 -1.825
H -3.333 -1.266 -3.524
H -4.673 -0.610 -2.602
C 1.473 -2.589 -3.970
C 0.619 -3.516 -3.105
C -0.211 -2.513 -2.327
O 0.676 -1.420 -2.057
C 1.729 -1.408 -3.037
H 0.912 -2.267 -4.848
H 2.395 -3.053 -4.316
H 1.243 -4.100 -2.425
H 0.013 -4.207 -3.689
H -0.586 -2.885 -1.372
H -1.064 -2.163 -2.921
H 2.682 -1.509 -2.506
H 1.720 -0.449 -3.561

---

19
Properties=species:S:1:pos:R:3 method="wB97M-V/def2-TZVPD" spin_multiplicity=1 e_above_lowest_ev=1.7030 total_charge=0 homo_ha="-0.363 / -0.319" e_lumo_ev="-0.778 / -3.876" fmax_ev_per_a=5.42
C -1.081 1.572 0.228
C 1.034 0.213 0.092
C 0.821 -1.332 0.488
C -1.471 1.018 -1.112
C -0.390 -1.540 1.322
N 0.202 1.232 0.649
O -1.861 2.270 0.809
O -1.207 -0.024 -1.627
O 1.560 -2.054 -2.019
S 0.559 -2.407 -1.018
Br -2.464 2.300 -2.211
Br 1.003 2.839 -1.767
H 1.992 0.458 0.277
H 0.963 0.208 -1.112
H 1.752 -1.629 0.899
H -1.366 -1.415 0.809
H -0.201 -0.866 2.171
H -0.414 -2.615 1.721
H 0.569 1.773 1.402

---

77
Properties=species:S:1:pos:R:3 method="wB97M-V/def2-TZVPD" spin_multiplicity=5 e_above_lowest_ev=0.0000 total_charge=+2 homo_ha="-0.499 / -0.500" e_lumo_ev="-8.789 / -7.175" fmax_ev_per_a=2.59
C -0.471 6.945 -6.105
C -0.644 5.578 -6.445
C -0.965 5.322 -7.794
C -1.185 6.392 -8.702
N -1.054 7.684 -8.332
C -0.706 7.961 -7.068
C -0.550 4.484 -5.437
C -0.402 3.625 -4.576
C -0.592 2.780 -3.417
C 0.350 2.653 -2.397
C 0.224 1.660 -1.430
C -0.882 0.745 -1.392
C -1.907 1.054 -2.353
C -1.756 2.067 -3.303
Cr -0.334 -0.084 -3.407
P 1.897 -1.228 -1.781
H -1.120 4.303 -8.136
H -0.225 7.228 -5.079
H -1.494 6.189 -9.734
H -0.628 9.022 -6.781
H -2.536 2.275 -3.995
H 1.122 3.376 -2.324
H -2.883 0.573 -2.285
H 0.980 1.651 -0.671
C 2.260 -2.652 -0.672
C 3.331 -3.607 -1.192
H 1.319 -3.175 -0.468
H 2.600 -2.223 0.269
H 3.515 -4.430 -0.476
H 3.037 -4.066 -2.143
H 4.313 -3.116 -1.331
C 2.347 -1.427 -3.537
C 3.282 -0.345 -4.040
H 1.429 -1.506 -4.126
H 2.799 -2.415 -3.611
H 3.328 -0.272 -5.147
H 2.997 0.635 -3.655
H 4.304 -0.530 -3.709
C 2.987 -0.037 -0.920
C 4.452 -0.446 -0.767
H 2.534 0.075 0.080
H 2.895 0.950 -1.393
H 5.068 0.412 -0.462
H 4.589 -1.220 -0.004
H 4.884 -0.809 -1.709
Br -0.857 -0.763 -0.286
P -2.337 -2.931 -3.782
C -0.542 -3.257 -3.690
C -0.239 -4.693 -4.064
H -0.186 -3.044 -2.679
H -0.029 -2.613 -4.442
H 0.812 -4.820 -4.328
H -0.450 -5.365 -3.236
H -0.841 -4.992 -4.926
C -3.012 -2.806 -2.100
C -4.358 -3.528 -1.980
H -3.101 -1.747 -1.823
H -2.285 -3.289 -1.428
H -4.598 -3.698 -0.927
H -5.198 -2.977 -2.411
H -4.317 -4.511 -2.478
C -2.572 -1.336 -4.593
C -2.896 -1.592 -6.063
H -1.674 -0.610 -4.608
H -3.422 -0.830 -4.107
H -3.290 -0.686 -6.534
H -2.014 -1.874 -6.653
H -3.645 -2.383 -6.163
C -0.644 1.366 3.057
C -1.954 1.075 2.319
O -1.988 1.756 1.047
H 0.145 0.667 2.779
H -0.826 1.192 4.133
H -0.327 2.408 2.906
H -2.054 -0.046 2.184
H -2.801 1.478 2.898
H -2.351 1.079 0.493

---

31
Properties=species:S:1:pos:R:3 method="wB97M-V/def2-TZVPD" spin_multiplicity=1 e_above_lowest_ev=0.3786 total_charge=+2 homo_ha=-0.661 e_lumo_ev=-5.805 fmax_ev_per_a=2.51
Ba -0.192 0.067 -0.001
O 0.819 -2.392 -1.055
H 0.287 -3.171 -1.047
H 1.671 -2.795 -1.154
O -0.734 0.522 -2.728
H -1.280 1.317 -2.823
H -0.083 0.538 -3.411
O 1.783 -1.496 1.527
H 2.702 -1.222 1.396
H 1.787 -1.699 2.473
O -2.824 0.514 1.205
H -3.439 0.200 1.895
H -3.187 1.345 1.024
O 0.040 2.953 -0.556
H 0.341 3.525 -1.306
H 0.284 3.413 0.217
O -2.270 -1.216 -1.197
H -1.976 -2.113 -1.081
H -2.801 -1.301 -2.019
O -0.348 1.351 2.455
H -1.087 1.958 2.422
H 0.208 1.609 3.228
O -1.274 -2.301 1.261
H -0.934 -3.192 1.069
H -2.170 -2.594 1.464
O 2.206 1.556 0.793
H 2.232 2.310 0.209
H 2.643 1.872 1.578
O 2.260 0.271 -1.690
H 2.127 -0.352 -2.385
H 3.210 0.519 -1.761

---

26
Properties=species:S:1:pos:R:3 method="wB97M-V/def2-TZVPD" spin_multiplicity=1 e_above_lowest_ev=4.9676 total_charge=0 homo_ha=-0.320 e_lumo_ev=0.591 fmax_ev_per_a=8.11 smiles="OCCNC1=NCc2cccnc2N1"
O -2.269 1.690 -3.327
C -1.027 1.033 -3.295
C 0.010 1.976 -2.524
N -0.088 1.933 -1.073
C 0.323 0.695 -0.531
N 0.595 -0.375 -1.300
C 1.061 -1.660 -0.561
C 0.604 -1.495 0.866
C 0.420 -2.541 1.900
C -0.062 -2.207 3.204
C -0.391 -0.938 3.561
N 0.026 0.056 2.679
C 0.523 -0.207 1.453
N 0.860 0.936 0.927
H -2.555 2.309 -2.417
H -0.933 1.074 -4.473
H -0.937 -0.005 -2.766
H -0.023 3.082 -2.863
H 0.904 1.402 -2.846
H 0.442 2.736 -0.622
H 2.192 -1.928 -0.350
H 0.720 -2.516 -1.429
H 0.690 -3.675 1.688
H -0.363 -3.116 3.843
H -0.792 -0.422 4.493
H 0.298 1.750 1.291

---

31
Properties=species:S:1:pos:R:3 method="wB97M-V/def2-TZVPD" spin_multiplicity=1 e_above_lowest_ev=3.2399 total_charge=0 homo_ha=-0.323 e_lumo_ev=0.554 fmax_ev_per_a=5.62 smiles="N[C@@H](Cc1c[nH]cn1)C(=O)N[C@@H](CO)C(=O)O"
N 0.380 -0.174 1.604
C 0.339 0.920 0.707
C 1.200 0.798 -0.567
C 2.488 0.111 -0.436
C 3.551 0.531 -1.157
N 4.610 -0.280 -0.842
C 4.147 -1.062 0.218
N 2.896 -0.859 0.414
C -0.888 1.597 0.146
O -0.788 2.752 -0.118
N -2.058 0.984 0.047
C -2.617 -0.344 0.495
C -4.040 -0.405 0.085
O -4.295 -0.165 -1.237
C -1.672 -1.264 -0.351
O -1.963 -1.528 -1.436
O -0.842 -1.964 0.354
H -0.408 -0.023 2.159
H 1.102 -0.459 2.259
H 0.794 1.721 1.235
H 1.475 1.792 -0.992
H 0.717 0.296 -1.417
H 3.638 1.245 -1.952
H 5.609 -0.325 -1.268
H 4.780 -1.740 0.706
H -2.736 1.604 -0.399
H -2.470 -0.638 1.609
H -4.716 0.292 0.674
H -4.518 -1.394 0.297
H -3.611 -0.508 -1.748
H -0.107 -1.510 0.911

---

9
Properties=species:S:1:pos:R:3 method="wB97M-V/def2-TZVPD" spin_multiplicity=1 e_above_lowest_ev=0.9505 total_charge=0 homo_ha=-0.349 e_lumo_ev=1.043 fmax_ev_per_a=4.72 smiles="C=C(C)Cl"
C -1.241 -0.558 -0.381
C -0.472 0.406 0.129
C 1.242 0.154 0.146
Cl -0.923 1.890 0.796
H -2.373 -0.398 -0.441
H -0.846 -1.447 -0.695
H 1.224 -0.870 0.283
H 1.711 0.145 -0.818
H 1.677 0.678 0.979

---

32
Properties=species:S:1:pos:R:3 method="wB97M-V/def2-TZVPD" spin_multiplicity=8 e_above_lowest_ev=5.7964 total_charge=+2 homo_ha="-0.527 / -0.618" e_lumo_ev="-8.950 / -10.587" fmax_ev_per_a=5.08
C -0.969 1.394 1.414
C -1.367 0.668 0.154
H -1.885 1.925 1.735
H -0.192 2.167 1.225
H -0.633 0.720 2.242
O -2.482 0.385 -0.166
I 1.435 -2.466 -1.939
Gd 1.457 -0.772 0.746
P 0.377 1.097 -1.405
C -0.493 0.598 -2.914
C -0.090 2.862 -1.383
H 2.811 1.506 -1.354
H 2.003 2.070 -2.860
H 2.384 0.327 -2.611
C 2.070 1.258 -2.125
H 0.438 3.383 -0.573
H 0.215 3.258 -2.361
H -0.292 1.398 -3.643
H -1.565 0.494 -2.708
H -1.176 2.965 -1.247
H -0.091 -0.359 -3.269
C -0.744 -1.550 -0.863
O -1.769 -2.014 -1.144
Cl 2.710 0.954 2.090
S 0.193 -2.743 4.419
C -0.787 -3.689 3.346
C -0.780 -3.176 2.067
N 0.016 -2.028 1.934
C 0.592 -1.690 3.123
H -1.340 -4.574 3.662
H -1.285 -3.568 1.193
H 1.238 -0.800 3.216

---

Table of calculated total energy (eV), in record order: -6216.687 -13132.065 -47420.193 -49418.942 -66349.782 -163848.017 -149271.031 -21483.790 -17530.354 -23708.696 -15712.896 -76723.138